Formula: C50H68B2ClINO28P
Source: the Open Molecules 2025 dataset
Level of theory: the ωB97M-V functional and the def2-TZVPD basis

Cartesian coordinates (Å):
C: 0.15559 1.79865 -1.66682
H: -5.03691 -7.16999 -0.85477
C: -0.04338 -3.61728 0.70874
C: 1.73354 -12.32701 2.28263
H: -4.13027 6.53450 3.88837
C: -0.66176 4.11523 -0.42967
H: -4.97838 -2.82288 5.15733
H: -2.77980 -6.57752 -7.04255
H: -1.01761 -0.36826 -0.91280
O: 4.99474 8.94050 0.22326
O: 7.79134 14.96692 3.24568
C: -4.17782 6.19526 2.84955
O: -4.74151 -3.42679 3.22976
P: -0.34560 -6.30932 0.27652
O: 1.41428 -0.84326 1.17663
C: 0.23266 -1.04650 1.11691
H: -5.47480 5.03886 1.58295
C: 6.01068 11.87962 0.28873
O: -0.87065 6.13359 2.04384
O: 2.34761 -4.59341 0.91895
H: -1.28563 -5.09609 -5.75577
H: -7.05588 -4.03345 4.12436
H: -2.76270 -6.50785 1.46867
H: 0.32417 -9.10760 -3.21486
H: -3.39074 -7.80144 -5.90014
B: -4.14554 -2.78550 2.18230
C: 0.16804 -10.63706 -1.71113
C: 2.44073 7.50419 3.81118
H: 2.75308 -10.84791 -2.52431
C: 0.80135 10.67387 -3.18249
O: -2.95579 5.47806 2.57744
C: -1.76463 -2.13238 1.57226
H: 0.81321 -11.18795 -1.03103
O: -0.46665 10.16204 -2.74805
C: 0.95840 -9.61663 -2.48262
O: 4.02714 8.38063 2.17819
H: 0.91702 8.55107 1.33678
H: 0.20886 5.84489 -2.86582
H: -0.31349 -11.34010 -2.39059
C: -4.02823 7.36921 1.90410
H: 0.70006 11.70936 -3.49598
C: 7.01858 12.94887 0.61268
C: 2.18956 -4.81720 2.31569
H: -5.29692 -1.55590 3.97501
C: -4.98933 -6.99154 0.21732
H: -5.46319 -2.06252 0.88964
H: 3.05019 10.42534 -5.02203
C: 0.22776 4.19941 -1.49604
C: -1.86852 -0.68036 1.89129
H: 7.10737 13.66181 -0.21282
H: 2.61809 -2.33896 -0.46859
O: -1.31399 8.07542 -2.64114
C: -5.43825 -2.61350 4.19182
H: 0.94496 -11.72645 2.72772
H: 1.32876 3.05036 -2.93936
H: 3.28965 -11.92969 4.71623
C: -1.26593 0.39040 -0.16504
O: 2.76434 8.68264 0.37803
C: -4.49216 -5.57393 0.52499
C: 4.02319 8.68962 0.86393
H: -5.30099 -5.04395 1.02051
H: -4.32106 -7.74526 0.62810
O: 0.55360 8.50604 -3.82265
H: 2.47274 9.47654 2.95673
C: -3.28452 -5.55198 1.48874
H: 1.47559 -6.21605 -0.90154
C: 2.95322 -12.33309 0.38848
H: -7.31188 -2.65759 5.21567
C: 2.66301 8.44226 2.65533
H: -0.97856 5.04111 0.02450
O: 1.49550 -8.60513 -1.60312
C: -2.68652 -3.15955 1.69549
H: 0.59635 6.29256 -1.19611
H: -5.29300 4.40155 3.21415
C: -0.73551 1.72274 -0.60662
C: -1.14027 2.89942 0.01107
C: -2.27282 -4.44685 1.31845
H: 1.83725 7.03683 1.21549
H: -5.99814 -7.14003 0.59803
H: -3.65629 -6.14757 -4.13743
H: 1.79447 5.45861 -2.21206
O: -4.78485 -6.42851 -6.59338
C: -3.44742 -6.75724 -6.19638
O: 0.62417 -5.74018 -0.89502
H: -1.83870 2.86869 0.83829
H: 1.43820 7.64138 4.21444
N: -0.77884 -0.01261 1.19292
C: -5.00226 -5.12722 -6.27598
Cl: -1.83093 -7.10008 -0.96324
H: 3.68136 -13.44816 3.88675
H: 0.63880 10.00367 -5.22364
H: 8.32673 11.55287 1.64013
H: 1.73957 -3.96472 2.82300
C: -1.77037 -5.39082 -4.82380
H: 4.82788 -12.11195 3.86093
H: 0.47408 0.88655 -2.15668
H: -4.52493 8.27524 2.23973
C: -5.38190 5.31818 2.63296
O: 1.94481 -2.96252 -0.75717
I: -4.23211 -4.38971 -1.26161
O: 3.23578 -12.45493 -0.76012
C: 2.63027 9.53027 -4.56357
C: 2.23668 -10.10629 -3.13479
H: 1.50473 10.60620 -2.34912
C: -6.91325 -2.96181 4.24745
C: 3.76847 -12.36218 3.83827
H: -1.22046 -6.22322 -4.38483
H: 1.59310 -5.71262 2.50759
H: 5.01440 12.31266 0.20023
C: 1.15957 9.72178 -4.30376
O: -4.79313 -1.76099 1.50959
C: 8.38696 12.45933 1.03388
C: -0.48528 -2.35844 1.08637
H: 6.25962 11.38747 -0.65000
O: 8.84812 13.53423 1.86498
C: -3.20435 -5.78259 -5.06503
C: 0.63690 3.01978 -2.10650
H: 1.59866 -13.37520 2.55782
C: 2.62453 -8.12128 -2.15402
O: 3.03395 -8.90111 -3.16653
B: 1.48504 -3.74572 0.26593
C: 0.73582 5.53565 -1.96388
O: -5.94402 -4.49669 -6.62407
H: -1.71610 -4.54521 -4.13935
H: 2.55129 6.46654 3.49607
O: -3.98901 -4.65757 -5.51081
H: 9.07528 12.30327 0.20781
O: -2.62542 -0.14535 2.64714
H: 5.97567 11.12334 1.07055
H: 2.79043 8.68758 -5.23451
H: 3.15315 -10.73398 2.57701
C: 7.75914 14.15040 2.38557
H: -3.71224 -5.47421 2.48999
C: -0.49651 8.83866 -3.03670
H: 2.10028 -10.48720 -4.14290
H: 3.17856 -4.98025 2.73952
C: -0.97284 -4.66652 0.79842
O: 6.63365 13.69887 1.78429
H: -2.35625 0.42823 -0.12152
C: 3.13032 -11.82720 2.58441
O: 3.83406 -12.27737 1.40574
H: 3.16686 7.69518 4.60056
H: -7.47920 -2.43247 3.48212
H: -6.28695 5.84095 2.94137
O: 3.15960 -7.12566 -1.77203
H: -0.60191 -10.14547 -1.11562
O: 1.68424 -12.22485 0.85087
C: 1.90916 8.11193 1.38795
H: 3.16476 9.32348 -3.63554
C: -2.03016 6.36800 2.16465
H: -4.35102 7.12486 0.88987
O: -2.60524 7.56014 1.89066

Computed properties:
2S+1: 1
F_max in eV/Å: 0.86
LUMO energy in eV: -0.282
Net charge: 0
E_HOMO in eV: -8.4
SMILES string: CCOB(O)c1c(C[C@H](C)I)c(P(O)Cl)c(B(O)OC)c2c1C(=O)N(Cc1ccc(C)cc1)C2=O.C[C@@H]1COC(=O)O1.C[C@@H]1COC(=O)O1.C[C@@H]1COC(=O)O1.C[C@@H]1COC(=O)O1.C[C@@H]1COC(=O)O1.C[C@@H]1COC(=O)O1.C[C@@H]1COC(=O)O1
Frontier orbital gap in eV: 8.141
E in eV: -143046.65243

Atom charges from the Mulliken analysis, given in e for atoms 1 to 6: -0.61, 0.24, -0.42, -0.51, 0.27, -0.51